(1)
This record from OMol25 describes the molecule C24H29BrN2O2. The level of theory is the ωB97M-V functional and the def2-TZVPD basis.

Properties
SMILES: CC(C)[C@H](C)COc1cc2nccnc2c(C[C@H](C)OCc2ccccc2)c1Br

The geometry in XYZ format:
```
58
Properties=species:S:1:pos:R:3:lowdin_charge:R:1
C -0.35 -0.19 -5.64 -0.09
C 1.09 -0.65 -5.13 -0.36
C 1.17 -2.22 -4.89 -0.08
C 1.60 0.24 -3.93 -0.31
C 2.91 -0.30 -3.21 -0.09
C 0.46 0.56 -2.85 -0.19
O -0.10 -0.71 -2.48 -0.12
C -0.95 -0.61 -1.38 -0.26
C -2.37 -0.68 -1.62 0.08
C -3.42 -0.61 -0.54 -0.19
N -4.75 -0.67 -0.94 0.10
C -5.55 -0.61 0.16 -0.10
C -5.11 -0.46 1.57 -0.09
N -3.80 -0.36 1.94 0.10
C -2.94 -0.46 0.85 -0.15
C -1.45 -0.37 1.15 -0.10
C -0.98 -0.18 2.64 -0.11
C -0.04 -1.33 3.18 -0.38
C -0.94 -2.50 3.79 -0.04
O 0.69 -0.80 4.31 -0.15
C 1.99 -0.31 3.95 -0.18
C 2.02 1.25 3.69 -0.17
C 2.93 1.90 2.72 -0.07
C 2.88 3.36 2.50 -0.08
C 1.93 4.25 3.20 -0.08
C 1.05 3.62 4.19 -0.08
C 1.10 2.17 4.42 -0.05
C -0.48 -0.43 0.05 -0.41
Br 1.45 -0.29 0.31 0.86
H -0.25 0.86 -6.02 0.08
H -0.70 -0.85 -6.49 0.08
H -1.14 -0.29 -4.83 0.07
H 1.78 -0.43 -6.00 0.13
H 1.54 -2.52 -3.88 0.07
H 1.77 -2.73 -5.69 0.08
H 0.12 -2.63 -4.98 0.08
H 1.88 1.25 -4.37 0.14
H 3.62 -0.81 -3.91 0.09
H 3.41 0.54 -2.68 0.08
H 2.56 -1.07 -2.45 0.05
H 0.97 1.10 -2.01 0.09
H -0.27 1.26 -3.34 0.13
H -2.72 -0.78 -2.68 0.12
H -6.66 -0.69 -0.03 0.11
H -5.87 -0.39 2.39 0.11
H -1.84 -0.11 3.36 0.11
H -0.49 0.85 2.67 0.12
H 0.60 -1.82 2.41 0.10
H -0.21 -3.14 4.38 0.09
H -1.36 -3.18 3.00 0.09
H -1.71 -2.11 4.51 0.08
H 2.69 -0.58 4.79 0.14
H 2.40 -0.80 3.02 0.09
H 3.66 1.28 2.15 0.09
H 3.58 3.81 1.75 0.09
H 1.88 5.35 3.00 0.09
H 0.32 4.26 4.75 0.09
H 0.37 1.76 5.18 0.11
```

=====

(2)
This record from OMol25 describes the molecule C5H6O. The level of theory is the ωB97M-V functional and the def2-TZVPD basis.

Properties
Energy relative to the best compared isomer or geometry (same formula, charge and spin) (eV): 1.796
SMILES: C#CCCC=O

The geometry in XYZ format:
```
12
Properties=species:S:1:pos:R:3:lowdin_charge:R:1
C -1.74 0.65 -2.13 0.11
C -0.77 0.32 -1.51 -0.15
C 0.38 -0.06 -0.68 -0.21
C -0.05 -0.27 0.78 -0.17
C 1.09 -0.23 1.75 -0.26
O 2.24 0.01 1.45 0.05
H -2.61 0.96 -2.68 0.02
H 1.15 0.72 -0.71 0.12
H 0.85 -0.97 -1.07 0.13
H -0.77 0.51 1.08 0.13
H -0.59 -1.22 0.90 0.13
H 0.82 -0.43 2.81 0.12
```

=====

(3)
This record from OMol25 describes the molecule C20H23N5O2. The level of theory is the ωB97M-V functional and the def2-TZVPD basis.

Properties
Energy relative to the best compared isomer or geometry (same formula, charge and spin) (eV): 0.860
SMILES: CCCCc1nc2cc(C(=O)N3CCN(c4cnccn4)CC3)ccc2o1

The geometry in XYZ format:
```
50
Properties=species:S:1:pos:R:3:lowdin_charge:R:1
C 7.47 1.36 1.00 -0.12
C 6.83 0.07 0.51 -0.28
C 5.33 0.25 0.27 -0.23
C 4.68 -1.04 -0.22 -0.11
C 3.24 -0.86 -0.49 -0.32
N 2.59 0.25 -0.54 0.20
C 1.29 -0.09 -0.84 -0.19
C 0.15 0.68 -1.01 0.05
C -1.03 0.01 -1.30 -0.14
C -2.30 0.74 -1.55 -0.42
O -3.00 0.49 -2.52 0.08
N -2.63 1.74 -0.68 -0.05
C -2.17 1.82 0.69 -0.13
C -3.37 1.54 1.63 -0.13
N -4.33 0.71 0.93 -0.08
C -4.00 -0.60 0.76 -0.27
C -4.78 -1.53 0.04 -0.07
N -4.46 -2.79 -0.04 0.08
C -3.36 -3.20 0.59 -0.15
C -2.60 -2.32 1.32 -0.13
N -2.91 -1.03 1.41 0.14
C -4.99 1.46 -0.13 -0.11
C -3.94 2.34 -0.85 -0.11
C -1.06 -1.38 -1.45 -0.02
C 0.06 -2.16 -1.27 0.02
C 1.23 -1.49 -0.96 -0.19
O 2.48 -1.97 -0.73 0.13
H 7.02 1.68 1.94 0.07
H 8.54 1.22 1.16 0.07
H 7.34 2.16 0.27 0.07
H 7.31 -0.24 -0.42 0.11
H 6.99 -0.72 1.25 0.11
H 5.17 1.03 -0.48 0.12
H 4.85 0.57 1.19 0.12
H 5.17 -1.39 -1.14 0.13
H 4.80 -1.84 0.52 0.13
H 0.20 1.76 -0.93 0.13
H -1.39 1.08 0.85 0.10
H -1.76 2.82 0.88 0.13
H -3.87 2.46 1.92 0.12
H -3.03 1.01 2.52 0.12
H -5.69 -1.24 -0.47 0.11
H -3.12 -4.25 0.49 0.10
H -1.71 -2.62 1.86 0.11
H -5.78 2.08 0.31 0.12
H -5.44 0.77 -0.84 0.11
H -4.16 2.39 -1.92 0.12
H -3.91 3.35 -0.44 0.12
H -2.00 -1.84 -1.72 0.12
H 0.03 -3.23 -1.38 0.12
```

=====

Number 1: LUMO energy -0.655 eV, largest force on an atom 3.95 eV Å⁻¹, electronic energy -3765.7761 Ha. Number 2: LUMO energy 0.927 eV, largest force on an atom 0.55 eV Å⁻¹, electronic energy -269.2802 Ha. Number 3: LUMO energy 0.738 eV, largest force on an atom 1.27 eV Å⁻¹, electronic energy -1200.2160 Ha.